(1)
Here is C31H32BN6O4Sm as an isolated structure at a distorted geometry from the Open Molecules 2025 dataset. Energies are from ωB97M-V/def2-TZVPD.

As for the energy above the lowest of the compared OMol25 structures with the same formula, charge and spin: 0.000 eV. Its maximum force is 3.2 eV Å⁻¹. The HOMO-LUMO gap (alpha / beta) comes out at 6.48 / 6.49 eV. Its multiplicity is 6.

Structure (XYZ):
```
75
Properties=species:S:1:pos:R:3:forces:R:3:lowdin_charge:R:1
Sm -16.3130 -0.2279 11.2939 1.34 -0.15 1.24 1.798
C -18.0493 -0.0491 8.6123 0.35 0.30 -1.80 -0.205
C -18.2635 -1.5251 8.8884 0.80 -0.26 1.09 -0.155
N -18.0709 -1.8537 10.3685 0.65 -0.89 -1.23 -0.150
C -19.2789 -1.8160 11.1746 -0.83 -0.56 0.11 -0.167
C -19.6229 -0.4496 11.6640 -0.22 0.87 0.66 -0.265
C -20.9440 -0.1286 11.9625 0.52 -0.43 -0.52 -0.015
C -21.2526 1.1481 12.4137 0.54 0.41 0.32 -0.025
C -20.2074 2.0663 12.6428 -0.09 -0.93 -1.07 0.018
C -18.9192 1.6858 12.2046 -0.32 -0.38 1.31 -0.225
C -17.8133 2.7064 12.2698 1.54 -0.86 0.46 -0.097
N -16.4920 2.1966 11.6720 -0.81 0.98 0.42 -0.157
C -16.0694 3.1170 10.5502 -0.91 0.08 -0.49 -0.081
C -16.4411 1.7486 8.3108 -0.25 1.25 -0.67 -0.111
N -16.6469 0.4100 8.8778 -0.60 -0.58 0.01 -0.163
N -18.6138 0.4178 11.8542 -1.31 1.19 -0.91 0.038
H -18.7888 0.6170 9.0915 0.60 -0.29 0.28 0.122
H -18.2767 0.1167 7.5237 0.22 -0.23 0.64 0.140
H -17.5097 -2.1650 8.3623 -0.65 0.67 0.16 0.136
H -19.2660 -1.8032 8.5661 -0.06 -0.18 -0.02 0.118
H -17.6665 -2.8090 10.3992 -0.52 0.80 0.16 0.136
H -19.1302 -2.4181 12.0780 0.11 -0.19 -0.17 0.137
H -20.1737 -2.2199 10.6306 0.74 0.14 0.35 0.139
H -21.6658 -0.9323 11.7958 -0.13 0.62 0.05 0.121
H -22.3004 1.4118 12.5327 0.23 0.09 0.35 0.114
H -20.3630 3.0651 13.0551 -0.09 -0.31 -0.35 0.126
H -17.6148 2.9736 13.3470 -0.38 -0.05 -1.06 0.153
H -18.1361 3.5535 11.6759 0.03 0.29 0.19 0.117
H -15.7747 2.3171 12.3847 -0.17 -0.02 0.17 0.106
H -15.0005 2.9877 10.3440 -0.27 -0.35 -0.01 0.100
H -16.1715 4.1394 10.8892 0.00 0.50 0.42 0.101
H -15.3771 1.9886 8.1989 0.01 -0.47 0.26 0.116
H -16.8223 1.8307 7.2750 -0.15 -0.44 0.16 0.119
H -15.9327 -0.1953 8.4481 -0.75 -0.14 -0.08 0.123
O -16.7408 -0.9771 13.4734 0.63 -0.70 -0.61 -0.262
C -16.5338 -2.1403 14.0518 0.20 -0.67 0.48 -0.354
C -17.5296 -2.6226 14.9471 0.56 0.23 -0.10 -0.043
C -17.5189 -3.8979 15.4761 -0.44 -0.24 -0.31 -0.110
C -16.4754 -4.7835 15.2202 1.36 0.77 -0.16 -0.100
C -15.3467 -4.2489 14.5653 -1.49 0.06 -0.37 -0.047
C -15.3672 -3.0151 13.8734 -1.82 1.09 0.14 -0.153
C -14.3739 -2.7369 12.8683 0.62 1.43 -1.45 -0.052
N -14.4294 -1.7445 11.9749 -1.63 -1.70 2.12 -0.144
N -13.4900 -1.7107 11.0094 1.78 0.88 -1.19 0.016
C -13.3977 -0.5118 10.4012 -0.76 -1.66 0.86 -0.476
O -14.1924 0.4607 10.6338 -0.43 0.67 0.18 -0.208
C -12.3126 -0.3339 9.4213 0.33 -0.57 -0.45 -0.160
C -11.9093 0.9429 9.0079 0.32 -0.18 0.50 -0.014
C -10.6816 1.0751 8.3319 -0.75 -0.59 0.17 -0.065
C -9.9546 -0.0869 8.0266 -0.17 1.25 -0.39 -0.098
C -10.4605 -1.3404 8.2959 1.08 -0.81 -0.67 -0.107
C -11.6339 -1.4848 8.9811 -0.41 -0.35 1.02 -0.042
H -18.2949 -1.9141 15.2168 -0.35 0.03 -0.08 0.104
H -18.3766 -4.2424 16.0492 0.11 0.13 0.03 0.101
H -16.4964 -5.8230 15.5503 0.13 0.43 0.12 0.097
H -14.4637 -4.8287 14.4839 0.70 -0.67 -0.25 0.091
H -13.5344 -3.4474 12.8421 -0.07 0.38 -0.31 0.124
H -12.5156 1.7996 9.3500 0.50 -0.44 -0.37 0.117
H -10.3525 2.0685 8.0487 0.20 -0.17 0.02 0.099
H -9.0020 -0.0228 7.5184 0.04 0.18 -0.01 0.098
H -9.8478 -2.2001 7.9528 -0.68 0.47 0.42 0.115
H -11.9667 -2.4796 9.3336 0.09 0.82 -0.38 0.114
O -16.7185 4.2434 8.3240 0.81 -0.25 0.62 0.107
B -17.0010 3.0171 9.1591 0.63 -0.22 0.41 -0.693
O -18.5227 3.0699 9.3850 0.55 0.05 0.17 0.041
C -18.9475 4.1970 8.7311 -0.46 -0.37 -0.12 -0.216
C -20.2721 4.5509 8.4644 0.08 -0.56 0.27 -0.028
C -20.5478 5.5678 7.5556 0.61 0.75 0.00 -0.118
C -19.4631 6.3076 7.0795 -0.85 0.39 -0.81 -0.133
C -18.1562 5.9852 7.3744 1.61 0.03 0.21 -0.020
C -17.8667 4.8741 8.1709 -1.66 0.70 -1.00 -0.254
H -21.0743 3.9901 8.9300 0.02 -0.16 -0.09 0.102
H -21.5480 5.8398 7.2025 0.29 -0.29 0.47 0.096
H -19.6456 7.1197 6.3628 0.06 -0.28 0.41 0.099
H -17.3179 6.5686 6.9621 -0.49 -0.33 0.07 0.118
```
Positions in Å, forces in eV/Å.

---

(2)
Here is C31H32BrCeN7O4P as an isolated structure at a distorted geometry from the Open Molecules 2025 dataset. Energies are from ωB97M-V/def2-TZVPD.

As for the energy above the lowest of the compared OMol25 structures with the same formula, charge and spin: 1.240 eV. Its maximum force is 4.3 eV Å⁻¹. The charge is +1. The HOMO-LUMO gap comes out at 5.92 eV.

Structure (XYZ):
```
77
Properties=species:S:1:pos:R:3:forces:R:3:lowdin_charge:R:1
Ce 0.6206 0.0161 0.0657 0.60 0.96 -0.56 1.292
O 2.2758 -0.4298 1.6709 -1.69 0.94 -0.65 -0.233
C 3.2878 -1.0726 1.2040 2.08 -0.89 -0.52 -0.354
C 3.7915 -2.2427 1.8425 -0.54 0.36 0.21 -0.007
C 4.8078 -2.9916 1.3108 0.08 -0.01 -0.19 -0.056
C 5.4419 -2.6081 0.1286 0.08 0.00 -0.13 -0.075
C 5.0701 -1.4279 -0.4607 0.07 -0.03 -0.05 -0.028
C 4.0274 -0.6418 0.0468 -0.50 -0.47 0.50 -0.152
C 3.7836 0.6342 -0.5401 0.34 0.24 0.17 -0.069
N 2.7972 1.3964 -0.2246 -0.62 -0.59 -0.47 -0.049
C 2.8253 2.7607 -0.7018 -0.21 0.69 0.01 -0.181
C 1.4363 3.3596 -0.4488 0.58 0.19 -0.01 -0.196
N 0.4812 2.4735 -1.0739 0.02 -0.46 0.08 -0.026
C -0.1633 2.9208 -2.0866 0.25 0.21 0.24 -0.083
C -1.0443 2.1675 -2.9213 -0.16 -1.03 -0.21 -0.145
C -1.8716 2.8609 -3.8144 0.15 -0.09 -0.11 -0.058
C -2.7770 2.2116 -4.6175 -0.06 0.12 -0.09 -0.094
C -2.8097 0.8114 -4.6075 -0.05 0.23 -0.13 -0.084
C -1.9878 0.0957 -3.7780 0.53 -0.27 0.52 -0.016
C -1.1112 0.7336 -2.8438 -1.00 1.53 -1.40 -0.334
O -0.4684 0.0602 -1.9777 1.37 -0.73 1.60 -0.167
H 3.3444 -2.5572 2.7747 -0.07 0.09 0.02 0.080
H 5.1254 -3.8964 1.8120 -0.02 -0.01 0.07 0.113
H 6.2214 -3.2190 -0.2998 0.08 0.01 -0.01 0.106
H 5.5879 -1.0802 -1.3436 0.05 0.04 -0.10 0.119
H 4.5594 1.0004 -1.2310 -0.17 0.00 0.15 0.153
H 3.0754 2.8215 -1.7743 -0.08 -0.06 0.24 0.136
H 3.5838 3.3227 -0.1402 -0.14 -0.03 -0.12 0.135
H 1.3857 4.3858 -0.8477 -0.05 -0.22 0.17 0.126
H 1.2584 3.3744 0.6360 0.01 0.10 -0.15 0.117
H -0.0603 3.9829 -2.3655 0.08 -0.21 0.12 0.145
H -1.7963 3.9407 -3.8404 -0.02 0.08 -0.03 0.121
H -3.4355 2.7669 -5.2689 0.02 0.04 -0.07 0.106
H -3.4861 0.2955 -5.2799 0.06 -0.05 0.00 0.113
H -1.9762 -0.9854 -3.7989 0.03 -0.10 0.03 0.122
Br 0.8949 -1.9409 4.0608 -0.03 -0.11 0.35 0.925
C 0.7518 -3.0777 2.5638 -0.21 0.23 0.45 -0.693
C 0.8229 -4.4439 2.7881 0.03 0.00 -0.23 -0.082
C 0.7698 -5.2715 1.6790 -0.05 0.20 0.06 -0.018
C 0.6746 -4.6913 0.4249 -0.23 0.30 -0.27 0.025
C 0.6051 -3.3063 0.3177 0.26 -0.45 -0.33 -0.183
N 0.6088 -2.5013 1.3864 0.00 -0.04 -0.65 0.053
C 0.6284 -2.6161 -1.0701 -1.99 -3.86 -0.02 -0.611
O -0.0723 -3.0895 -1.9528 0.72 0.58 0.38 0.111
O 1.4480 -1.6643 -1.1150 1.03 2.48 0.23 -0.091
H 0.9267 -4.8263 3.7921 0.00 0.02 0.00 0.108
H 0.8048 -6.3455 1.7955 0.04 -0.03 -0.02 0.121
H 0.6218 -5.2830 -0.4742 0.06 -0.06 -0.11 0.129
N -3.6970 1.7501 -1.5401 -0.02 -0.11 0.28 0.142
C -3.5561 3.0908 -1.3381 -0.13 0.06 0.27 -0.066
C -2.6492 3.2206 -0.3272 -0.23 0.22 -0.16 -0.130
N -2.2164 1.9999 0.0769 -0.04 -0.95 -0.15 0.094
C -2.8502 1.1234 -0.6744 -0.25 0.67 -0.08 -0.273
C -2.7141 -0.3056 -0.5773 -0.38 -0.54 -0.05 -0.270
N -1.9762 -0.9504 0.3171 0.17 0.75 -0.28 0.064
C -2.2348 -2.2736 0.1162 -0.48 -0.56 -0.18 -0.113
C -3.0958 -2.4381 -0.9274 0.22 -0.21 0.45 -0.030
N -3.4061 -1.1813 -1.3522 0.26 0.43 0.27 0.153
H -4.2188 1.3284 -2.2917 0.05 0.08 0.00 0.152
H -4.1021 3.8163 -1.9046 -0.11 0.11 -0.10 0.126
H -2.2880 4.1176 0.1321 0.05 0.26 0.07 0.113
H -1.8308 -3.0332 0.7547 0.10 -0.10 -0.02 0.114
H -3.4849 -3.3179 -1.3937 -0.10 -0.18 -0.07 0.129
H -3.9062 -0.9677 -2.2005 -0.03 0.06 0.12 0.156
C -1.7753 -0.0929 3.2311 0.17 -0.11 -0.38 -0.289
P -0.6843 1.2014 2.4791 -0.44 0.23 1.79 0.809
C -1.7469 2.6445 2.9212 0.20 -0.10 -0.53 -0.261
C 0.5647 1.5230 3.7999 0.15 -0.23 -0.36 -0.283
H -1.7152 -0.0897 4.3205 0.05 0.11 -0.08 0.046
H -1.5014 -1.0736 2.8498 -0.11 0.00 0.15 -0.019
H -2.8001 0.1116 2.9210 0.01 0.00 -0.05 0.048
H -1.8465 2.6734 4.0058 0.05 -0.03 0.00 0.057
H -2.7253 2.5567 2.4612 -0.02 0.01 -0.01 0.032
H -1.2738 3.5601 2.5776 -0.01 0.20 0.01 0.040
H 0.1425 1.3466 4.7876 -0.05 0.05 0.03 0.049
H 0.8548 2.5687 3.7133 0.07 0.09 0.06 0.045
H 1.4481 0.9086 3.6609 0.10 -0.05 0.03 -0.004
```
Positions in Å, forces in eV/Å.

---

(3)
Here is C31H32BrF6IN4O9PRuS2 as an isolated structure from the Open Molecules 2025 dataset. Energies are from ωB97M-V/def2-TZVPD.

As for the energy above the lowest of the compared OMol25 structures with the same formula, charge and spin: 0.000 eV. Its maximum force is 0.6 eV Å⁻¹. The HOMO-LUMO gap (alpha / beta) comes out at 7.09 / 6.87 eV. Its multiplicity is 2.

Structure (XYZ):
```
88
Properties=species:S:1:pos:R:3:forces:R:3:lowdin_charge:R:1
Ru 0.6020 1.0663 0.1706 0.23 0.34 0.37 1.417
Br 7.3104 -1.8204 1.2999 0.01 -0.01 0.01 0.736
C 5.6783 -1.0966 0.6742 -0.02 0.01 0.03 -0.691
C 5.3495 -1.2119 -0.6845 -0.03 0.00 -0.03 -0.099
C 4.1707 -0.6994 -1.1542 0.00 -0.02 0.01 0.008
C 3.2527 -0.0572 -0.2926 -0.04 -0.10 0.09 -0.297
O 2.1445 0.3780 -0.8215 0.22 0.01 -0.05 -0.197
C 3.6088 0.0830 1.0751 -0.04 0.03 -0.07 -0.114
C 2.8391 0.7932 2.0433 0.14 0.02 0.05 -0.061
N 1.7114 1.3936 1.8331 -0.05 0.13 -0.19 -0.028
C 1.0234 2.0302 2.8956 0.00 0.00 0.06 -0.258
C 1.5685 2.4719 4.0703 0.02 -0.10 -0.03 -0.010
C 0.7456 3.0320 5.0661 -0.08 0.00 0.04 -0.045
C -0.6035 3.1571 4.8838 0.06 0.00 0.05 -0.015
C -1.1869 2.7571 3.6617 0.03 0.00 -0.08 -0.158
C -2.5550 2.9202 3.3501 -0.04 -0.01 -0.04 0.019
C -3.0124 2.5841 2.1091 0.00 0.00 0.05 -0.014
C -2.1089 2.0765 1.1612 0.04 0.02 -0.06 -0.095
N -0.8364 1.9016 1.4263 -0.09 -0.01 -0.13 -0.030
C -0.3592 2.2118 2.6680 -0.01 0.11 0.01 -0.240
C 4.8306 -0.4619 1.5329 0.04 -0.02 0.00 -0.072
H 6.0313 -1.7149 -1.3571 0.00 0.00 -0.01 0.106
H 3.8922 -0.7883 -2.1954 0.00 -0.01 -0.01 0.121
H 3.2421 0.8042 3.0520 0.02 0.08 -0.14 0.112
H 2.6300 2.3897 4.2575 0.00 -0.02 -0.03 0.122
H 1.1984 3.3560 5.9934 0.00 0.00 0.00 0.113
H -1.2335 3.5771 5.6575 0.01 0.00 0.00 0.119
H -3.2249 3.3204 4.1013 0.00 0.00 0.00 0.126
H -4.0523 2.6914 1.8374 0.00 0.01 0.00 0.115
H -2.4267 1.7894 0.1690 0.00 -0.03 -0.02 0.095
H 5.0865 -0.3668 2.5805 -0.02 -0.01 0.00 0.117
F 0.2985 -3.5190 0.8290 0.05 0.01 0.12 0.146
C -0.7897 -3.1118 1.4556 -0.06 0.04 -0.07 -0.658
F -0.9880 -3.8577 2.5359 -0.02 0.06 0.03 0.151
F -1.8406 -3.2479 0.6488 0.11 0.04 0.05 0.145
S -0.6591 -1.3037 1.9400 0.06 -0.07 0.07 0.649
O 0.4105 -0.8262 1.0416 -0.19 -0.18 -0.25 -0.386
O -1.9651 -0.7598 1.7437 -0.03 -0.06 0.05 -0.258
N -0.2475 -1.2104 3.4345 0.08 -0.03 0.06 -0.272
S 1.1834 -1.6962 3.9505 -0.13 -0.13 -0.03 0.614
O 2.0186 -0.5958 4.3353 -0.02 0.04 0.16 -0.274
O 1.7526 -2.7484 3.1630 -0.01 -0.02 0.03 -0.255
C 0.6582 -2.4449 5.5521 0.01 0.00 0.01 -0.685
F -0.2132 -3.4295 5.3634 0.03 0.03 -0.02 0.147
F 0.1064 -1.5218 6.3381 0.01 -0.03 -0.02 0.140
F 1.7399 -2.9353 6.1574 -0.03 0.02 -0.01 0.143
I 0.6978 5.0902 1.1516 -0.10 -0.20 0.16 1.045
C 0.4835 4.1798 -0.7128 0.22 -0.15 -0.02 -0.737
C 0.1162 5.0339 -1.7343 0.02 0.04 0.06 -0.156
C 0.1993 4.5983 -3.0472 -0.04 0.10 -0.10 -0.043
C 0.7204 3.3503 -3.2921 0.04 -0.10 0.00 -0.021
C 1.0434 2.5446 -2.2158 -0.04 0.11 0.06 -0.120
N 0.8723 2.9057 -0.9262 -0.31 0.02 -0.37 -0.061
H -0.1971 6.0397 -1.4981 -0.01 -0.01 0.01 0.085
H -0.1051 5.2497 -3.8561 0.00 0.00 0.01 0.117
H 0.8486 2.9523 -4.2877 0.00 -0.02 0.00 0.122
H 1.4244 1.5553 -2.3911 -0.06 -0.13 -0.04 0.071
C -0.4759 -4.1890 -2.1624 0.03 -0.03 0.01 -0.029
C -0.0374 -2.9195 -2.8736 -0.06 0.00 0.06 -0.597
C -0.6724 -2.8707 -4.2587 0.01 -0.01 0.02 -0.031
C 1.4797 -2.8416 -2.9467 0.00 0.02 0.01 -0.026
O -0.5117 -1.8225 -2.0195 0.05 -0.02 -0.05 -0.160
P -0.6623 -0.3254 -2.5539 0.10 -0.01 -0.09 0.302
O 0.3520 0.0411 -3.5642 0.02 0.03 0.10 -0.256
O -0.7514 0.5534 -1.2873 -0.08 0.07 0.16 -0.388
O -2.0854 -0.2718 -3.2652 -0.01 0.16 -0.05 -0.149
C -3.4182 -0.2752 -2.7068 0.01 -0.12 0.02 -0.617
C -3.4913 -1.1199 -1.4442 -0.06 0.00 0.02 -0.025
C -3.8195 1.1671 -2.4378 0.01 -0.01 -0.04 -0.022
C -4.2894 -0.8676 -3.8056 0.00 -0.02 0.03 -0.025
H -0.2207 -5.0534 -2.7773 -0.01 0.00 0.00 0.092
H -1.5548 -4.1850 -2.0006 0.00 0.01 0.00 0.085
H 0.0241 -4.2916 -1.2022 -0.04 -0.01 -0.10 0.067
H -0.3282 -3.7365 -4.8272 0.00 0.01 0.00 0.092
H -0.3950 -1.9668 -4.7970 0.00 0.03 0.00 0.078
H -1.7596 -2.9225 -4.1839 0.01 0.01 0.00 0.078
H 1.8702 -3.7199 -3.4652 0.00 0.01 0.00 0.091
H 1.8948 -2.8202 -1.9372 0.00 0.00 0.00 0.087
H 1.7841 -1.9419 -3.4789 0.01 0.02 0.01 0.073
H -2.8604 -0.7150 -0.6529 -0.01 -0.04 -0.01 0.057
H -3.1743 -2.1426 -1.6497 0.01 0.01 0.02 0.082
H -4.5219 -1.1428 -1.0849 -0.01 0.00 0.00 0.097
H -3.1363 1.6117 -1.7182 0.03 0.06 0.01 0.052
H -4.8373 1.2085 -2.0461 0.00 0.02 0.02 0.091
H -3.7743 1.7475 -3.3604 0.01 0.00 0.01 0.091
H -3.9765 -1.8889 -4.0249 -0.01 0.00 0.01 0.079
H -4.2004 -0.2758 -4.7170 0.01 0.00 0.00 0.090
H -5.3350 -0.8816 -3.4940 0.00 0.00 0.00 0.089
```
Positions in Å, forces in eV/Å.